Record 1
Entry from the OMol25 dataset: C21H18F6IN6O4RhS5Se as an isolated structure (the ωB97M-V functional and the def2-TZVPD basis).

Geometry as XYZ:
```
63
Properties=species:S:1:pos:R:3:lowdin_charge:R:1
Rh 0.23857 -0.26045 -0.33720 0.451
F -0.33725 5.48424 1.08917 0.147
C -0.78453 4.23985 0.97832 -0.651
F -1.05508 4.01111 -0.31725 0.112
F -1.91755 4.12805 1.66028 0.140
S 0.53104 3.04210 1.58495 0.606
O 0.94388 2.36998 0.38043 -0.409
O 1.45670 3.84343 2.30945 -0.249
N -0.23361 2.08684 2.60639 -0.279
S -1.09794 0.89758 2.08998 0.573
O -1.65625 1.11182 0.75112 -0.376
O -0.52895 -0.41451 2.27821 -0.320
C -2.47269 0.91862 3.31155 -0.687
F -1.99876 0.65733 4.52162 0.158
F -3.34695 -0.02884 2.96896 0.143
F -3.09107 2.09193 3.32291 0.152
Se 2.48492 -0.25655 0.40874 0.854
C 2.55180 -1.78234 1.53594 -0.616
C 2.17689 -1.70905 2.87548 -0.136
C 2.22431 -2.84489 3.67117 -0.077
C 2.65993 -4.05091 3.13810 -0.087
C 3.05872 -4.12549 1.80890 -0.089
C 3.00295 -2.99471 1.00947 -0.140
H 1.83663 -0.76705 3.28085 0.099
H 1.92181 -2.78711 4.70831 0.108
H 2.70321 -4.93308 3.76403 0.103
H 3.41553 -5.06099 1.39822 0.105
H 3.29559 -3.03828 -0.03152 0.093
I -2.66780 -1.10940 -1.90590 0.990
C -1.72315 -2.64644 -0.83561 -0.797
C -2.05202 -3.95749 -1.12793 -0.124
C -1.44358 -4.95683 -0.38705 -0.044
C -0.58009 -4.60818 0.63538 -0.027
C -0.32444 -3.26834 0.85874 -0.112
N -0.86066 -2.29593 0.11270 -0.099
H -2.75734 -4.18119 -1.91402 0.097
H -1.65461 -5.99480 -0.60633 0.116
H -0.09878 -5.35157 1.25330 0.113
H 0.32144 -2.94221 1.66034 0.091
S 3.61410 0.74136 -6.40008 0.604
C 3.23331 0.06412 -4.94997 -1.115
S 1.68368 -0.63550 -4.56431 0.978
C 2.19049 -0.89256 -2.92688 -1.022
N 3.40145 -0.55277 -2.69383 0.033
N 3.97809 -0.02474 -3.81436 -0.142
C 5.35109 0.35362 -3.66956 -0.217
C 6.29101 -0.02004 -4.61222 -0.041
C 7.61561 0.33644 -4.40882 -0.073
C 7.98658 1.04639 -3.27661 -0.085
C 7.03035 1.40518 -2.33575 -0.071
C 5.70312 1.06067 -2.52958 -0.009
S 1.00628 -1.63462 -1.82633 0.582
H 5.99287 -0.57649 -5.48878 0.095
H 8.36016 0.05366 -5.13995 0.105
H 9.02271 1.31656 -3.12434 0.103
H 7.31462 1.95682 -1.45029 0.106
H 4.94121 1.32152 -1.80685 0.110
N 1.31861 1.94712 -2.26495 0.018
N 0.18093 1.15468 -1.87963 -0.149
H 1.11194 2.92418 -2.10176 0.088
H 1.50615 1.77806 -3.24691 0.057
H -0.28771 0.75219 -2.68885 0.041
H -0.47303 1.77712 -1.39872 0.073
```

- highest occupied orbital energy (spin up / spin down) (eV) = -7.91 / -7.91

Record 2
Entry from the OMol25 dataset: a 26-piece molecular cluster, C58H87BrClN27O3P overall (the ωB97M-V functional and the def2-TZVPD basis).

Geometry as XYZ:
```
178
Properties=species:S:1:pos:R:3:lowdin_charge:R:1
C 1.96810 0.80522 0.61444 -0.157
C 0.95504 1.83852 1.14600 -0.262
C -0.18765 1.24711 1.96419 -0.620
Cl 0.14662 -0.36620 2.67089 0.685
C -1.47704 1.12536 1.14579 -0.282
N -1.32229 1.22697 -0.13402 0.177
N -2.42537 1.18146 -0.84790 0.101
C -3.59311 1.04423 -0.28478 0.009
C -3.82580 0.88818 1.06180 -0.269
C -5.18652 0.68884 1.63583 -0.156
P -5.58039 -1.10803 1.50014 0.447
O -6.86586 -1.34312 2.14663 -0.260
O -5.55763 -1.51153 -0.05920 -0.111
O -4.48274 -2.02501 2.23382 -0.108
C -2.68938 0.93050 1.84516 -0.516
Br -2.79025 0.75259 3.69964 0.976
H 2.68559 1.35628 0.01330 0.056
H 2.54383 0.41967 1.44891 0.049
H 1.53052 -0.02011 0.06109 0.047
H 1.52910 2.44050 1.83874 0.064
H 0.60577 2.51882 0.37381 0.089
H -0.42543 1.96009 2.75516 0.065
H -2.36441 1.27992 -1.86294 0.109
H -4.44897 1.04976 -0.94800 0.149
H -5.95505 1.16980 1.03322 0.119
H -5.26858 0.99776 2.67093 0.074
H -4.79208 -2.09596 -0.20744 0.060
H -3.63050 -1.57346 2.30675 0.045
C -4.62798 3.72455 -3.01663 -0.082
C -3.95371 2.52839 -3.52320 -0.264
N -3.43401 1.59771 -3.94732 0.154
H -5.28424 4.12722 -3.78558 0.072
H -5.22067 3.47392 -2.13844 0.092
H -3.88867 4.47749 -2.74847 0.030
C -7.52448 -2.87008 4.77687 -0.080
C -7.58647 -3.40204 6.13898 -0.280
N -7.63335 -3.81974 7.20743 0.128
H -8.48719 -2.98806 4.28743 0.059
H -7.26816 -1.81406 4.80235 0.061
H -6.77014 -3.40366 4.20360 0.080
C -0.12348 -1.93744 -3.17660 -0.084
C 1.09835 -1.14715 -3.01750 -0.257
N 2.05916 -0.52885 -2.90011 0.158
H -0.42758 -2.34892 -2.21516 0.080
H -0.92197 -1.30792 -3.57031 0.056
H 0.05395 -2.75740 -3.86798 0.086
C 1.78994 3.08762 -2.68360 -0.075
C 0.35449 3.08362 -2.38808 -0.218
N -0.76962 3.03452 -2.14970 0.143
H 2.04375 3.89014 -3.36878 0.068
H 2.35189 3.21747 -1.76161 0.081
H 2.05831 2.13245 -3.13045 0.053
C 3.53446 4.65096 3.95715 -0.063
C 2.14706 4.33119 3.63806 -0.250
N 1.05232 4.09132 3.38132 0.142
H 3.84748 4.09718 4.83956 0.053
H 4.17268 4.37204 3.12080 0.056
H 3.63624 5.71821 4.14614 0.089
C 0.66271 1.50452 5.95798 -0.071
C 2.09621 1.75560 6.08728 -0.259
N 3.22439 1.94991 6.18002 0.144
H 0.23548 1.25784 6.92824 0.083
H 0.16991 2.39331 5.56642 0.067
H 0.49921 0.67348 5.27333 0.036
C 6.62581 0.83554 4.70783 -0.072
C 6.43750 2.01359 3.86715 -0.271
N 6.28990 2.94790 3.21539 0.132
H 7.22376 1.10198 5.57638 0.083
H 5.66106 0.45914 5.04259 0.066
H 7.14382 0.06072 4.14660 0.077
C -2.91064 -2.13947 -5.94736 -0.071
C -2.94186 -2.70836 -4.60080 -0.277
N -2.96280 -3.15646 -3.54237 0.147
H -3.88458 -2.24543 -6.41601 0.070
H -2.64933 -1.08287 -5.90028 0.078
H -2.17280 -2.66352 -6.54852 0.072
C 4.49599 4.05324 -6.00412 -0.048
C 4.54221 3.51253 -4.64655 -0.230
N 4.58387 3.08870 -3.57978 0.158
H 3.69872 3.57092 -6.56618 0.085
H 4.31118 5.12493 -5.96766 0.087
H 5.44517 3.87178 -6.50376 0.090
C -5.68102 0.69067 7.20525 -0.056
C -4.24483 0.94561 7.32185 -0.284
N -3.11928 1.14666 7.43027 0.128
H -6.09034 0.44138 8.18179 0.091
H -6.18326 1.57760 6.82385 0.085
H -5.85432 -0.14144 6.52523 0.067
C -10.91493 -1.79077 2.97351 -0.063
C -11.83846 -0.74816 3.41640 -0.247
N -12.56213 0.07197 3.76507 0.149
H -9.94614 -1.35163 2.73770 0.072
H -10.79029 -2.53078 3.76164 0.076
H -11.30936 -2.28087 2.08588 0.087
C 7.06574 2.08973 -1.70340 -0.068
C 8.18436 1.29094 -2.19896 -0.276
N 9.07367 0.67019 -2.57816 0.125
H 6.33307 2.23997 -2.49323 0.020
H 6.58729 1.57670 -0.87052 0.075
H 7.42950 3.05810 -1.36371 0.085
C 10.22412 3.36072 3.88711 -0.058
C 10.16298 1.91278 4.07810 -0.282
N 10.11206 0.77434 4.22754 0.129
H 10.98429 3.78174 4.54084 0.051
H 10.48233 3.58435 2.85375 0.045
H 9.25624 3.80334 4.11631 0.075
C -3.47536 -6.02754 -6.97745 -0.087
C -3.54119 -4.82101 -7.80548 -0.274
N -3.61619 -3.87600 -8.45614 0.135
H -2.90465 -5.81753 -6.07597 0.065
H -4.47578 -6.34484 -6.69822 0.027
H -2.98922 -6.83031 -7.52833 0.088
C 11.48953 1.54857 -0.24741 -0.066
C 11.52299 2.92722 0.24011 -0.272
N 11.54605 4.01062 0.62079 0.129
H 10.46486 1.26000 -0.46512 0.044
H 12.08076 1.46116 -1.15606 0.085
H 11.89637 0.88081 0.50954 0.082
C -15.54712 0.82851 4.41624 -0.099
C -16.95537 0.61659 4.07809 -0.287
N -18.06016 0.44981 3.81303 0.116
H -15.29241 0.26442 5.31049 0.078
H -14.91598 0.49834 3.59918 0.033
H -15.36680 1.88574 4.59882 0.081
C -2.73418 5.60998 -3.79098 -0.081
C -4.00431 5.80965 -4.48806 -0.283
N -5.00082 5.95834 -5.03878 0.165
H -2.59696 4.55319 -3.57019 0.028
H -1.91062 5.95225 -4.41407 0.100
H -2.73095 6.16975 -2.85810 0.107
C 13.67476 1.61938 5.75652 -0.083
C 13.58237 2.98690 5.24454 -0.248
N 13.51926 4.06090 4.84673 0.150
H 12.74599 1.08890 5.56649 0.042
H 14.49294 1.09897 5.26052 0.087
H 13.85837 1.64088 6.82471 0.061
C -5.24283 -9.96093 -5.52232 -0.058
C -4.55744 -8.75270 -5.07010 -0.264
N -4.01985 -7.80779 -4.70608 0.140
H -6.31026 -9.76607 -5.60476 0.081
H -4.85839 -10.26067 -6.49501 0.084
H -5.07778 -10.76595 -4.80925 0.084
C -5.74501 -4.96645 -1.71215 -0.057
C -4.61831 -4.72667 -0.81323 -0.293
N -3.72831 -4.54389 -0.11305 0.135
H -5.60687 -4.39718 -2.62941 0.071
H -5.80237 -6.02561 -1.95459 0.085
H -6.67182 -4.65759 -1.23190 0.083
C 15.15477 6.24869 2.95252 -0.090
C 14.93725 7.41818 2.10070 -0.288
N 14.76657 8.33671 1.43290 0.114
H 15.76167 6.52585 3.81191 0.079
H 14.20236 5.86067 3.30266 0.036
H 15.66845 5.47254 2.38884 0.079
C 3.99255 -3.21225 -1.07015 -0.063
C 4.12224 -1.83207 -0.60741 -0.268
N 4.31719 -0.76968 -0.21540 0.153
H 2.94030 -3.46965 -1.17710 0.072
H 4.48677 -3.32454 -2.03292 0.086
H 4.45344 -3.88610 -0.35105 0.084
C -7.35306 -4.90947 -8.75555 -0.065
C -7.22039 -5.87833 -7.66395 -0.270
N -7.12247 -6.63434 -6.80609 0.126
H -6.82189 -5.26700 -9.63558 0.089
H -8.39933 -4.77449 -9.00161 0.025
H -6.93414 -3.95218 -8.45404 0.082
C 14.30488 -1.49332 8.77498 -0.059
C 13.20918 -0.77325 8.12659 -0.258
N 12.34846 -0.20869 7.61712 0.145
H 13.97461 -2.49144 9.05424 0.084
H 15.14828 -1.57466 8.09224 0.083
H 14.61922 -0.95827 9.66864 0.084
C -11.18139 -5.37411 -10.81868 -0.059
C -10.46332 -4.18430 -10.36287 -0.276
N -9.90201 -3.24747 -10.00646 0.137
H -12.24702 -5.16227 -10.87210 0.086
H -10.82504 -5.66385 -11.80494 0.085
H -11.01515 -6.19455 -10.12300 0.083
```

- highest occupied orbital energy (eV) = -11.84
- total charge = +1

Record 3
Entry from the OMol25 dataset: C42H29AsF10N4O4Tl as an isolated structure (the ωB97M-V functional and the def2-TZVPD basis).

Geometry as XYZ:
```
91
Properties=species:S:1:pos:R:3:lowdin_charge:R:1
Tl 0.70658 0.75774 1.72945 0.930
C 0.03854 -2.27634 4.62448 -0.089
N -0.15358 -1.82969 3.25582 -0.245
C 0.29309 -2.83885 2.29321 -0.219
C 1.80743 -3.07786 2.28735 -0.280
N 2.56057 -1.99844 1.68779 -0.005
C 3.88918 -2.06734 1.76968 -0.234
C 4.68769 -0.98142 1.29305 -0.173
F 4.04913 0.08307 0.77927 0.037
C 6.05620 -0.92491 1.32948 -0.179
F 6.69358 0.16164 0.86632 0.089
C 6.79258 -1.97392 1.84654 -0.186
F 8.14075 -1.93384 1.88769 0.066
C 6.09191 -3.06088 2.32261 -0.184
F 6.77226 -4.09558 2.83276 0.089
C 4.71334 -3.11157 2.28791 -0.148
F 4.15158 -4.24657 2.77491 0.038
C -1.57160 -1.49390 3.06867 -0.232
C -2.04892 -0.29683 3.88007 -0.261
N -1.51355 0.96705 3.40202 -0.053
C -1.95472 2.08054 3.97830 -0.225
C -2.84806 2.22558 5.08892 -0.138
F -3.32204 1.12829 5.73308 0.046
C -3.26463 3.43709 5.59988 -0.178
F -4.10609 3.45323 6.64171 0.096
C -2.84642 4.63761 5.06744 -0.180
F -3.26515 5.81610 5.57099 0.075
C -1.96932 4.57443 4.00229 -0.176
F -1.52800 5.71042 3.44352 0.093
C -1.54771 3.36828 3.50184 -0.162
F -0.67083 3.42158 2.47830 0.015
H -0.59763 -3.14722 4.85824 0.092
H -0.20425 -1.47194 5.31908 0.077
H 1.07754 -2.55493 4.78943 0.076
H -0.01322 -2.49738 1.30191 0.096
H -0.19280 -3.80915 2.49967 0.115
H 1.96903 -4.02615 1.75111 0.108
H 2.13886 -3.25146 3.31558 0.090
H -2.17787 -2.36512 3.38026 0.117
H -1.76821 -1.29776 2.01431 0.087
H -1.82262 -0.48632 4.93766 0.095
H -3.14452 -0.28698 3.79977 0.115
O 2.40247 4.84485 -1.06604 0.104
C 1.81918 3.81908 -0.41040 -0.459
O 2.43470 3.05852 0.27121 0.085
C 0.33175 3.79675 -0.64106 -0.165
C -0.27854 4.90152 -1.22873 0.021
C -1.64606 4.88709 -1.41125 -0.027
C -2.35820 3.77833 -1.00259 0.015
C -1.66397 2.71848 -0.43272 -0.196
N -0.34359 2.71597 -0.25554 0.159
C -2.39968 1.48930 -0.00479 -0.495
O -3.72767 1.59936 -0.17968 0.111
O -1.88751 0.48861 0.40307 -0.043
H 3.35026 4.77982 -0.90502 0.131
H 0.31960 5.75212 -1.51983 0.119
H -2.14804 5.73096 -1.86743 0.114
H -3.42936 3.70721 -1.12852 0.122
H -4.11393 0.76400 0.10713 0.136
C -4.74111 -2.14122 -4.07897 -0.103
C -3.75746 -3.10119 -3.88408 -0.092
C -2.52954 -2.74621 -3.33742 -0.100
C -2.25942 -1.42741 -2.98068 -0.354
C -3.25763 -0.47381 -3.17973 -0.125
C -4.48472 -0.82107 -3.72806 -0.094
As -0.58960 -0.87792 -2.05336 1.417
C 0.62445 -2.15227 -2.86597 -0.342
C 0.86973 -3.44744 -2.43351 -0.105
C 1.87118 -4.20013 -3.03061 -0.081
C 2.63934 -3.64524 -4.04966 -0.081
C 2.40560 -2.34824 -4.47997 -0.028
C 1.39478 -1.59238 -3.89147 -0.192
C 1.02381 -0.20966 -4.25213 -0.191
C 1.61280 0.55084 -5.25690 -0.028
C 1.16104 1.83766 -5.51289 -0.088
C 0.11583 2.37029 -4.76863 -0.091
C -0.46662 1.61902 -3.75412 -0.104
C -0.02138 0.33223 -3.49066 -0.304
H -5.70244 -2.41976 -4.49504 0.097
H -3.94922 -4.13251 -4.15989 0.100
H -1.76803 -3.50515 -3.19558 0.088
H -3.07354 0.56186 -2.91211 0.082
H -5.24485 -0.06223 -3.87928 0.100
H 0.28976 -3.86183 -1.61534 0.104
H 2.06651 -5.21139 -2.69529 0.102
H 3.43191 -4.22679 -4.50550 0.100
H 3.02029 -1.92665 -5.26730 0.103
H 2.43294 0.14574 -5.83934 0.104
H 1.62997 2.42971 -6.29001 0.099
H -0.23723 3.37596 -4.96928 0.098
H -1.26667 2.05489 -3.16739 0.080
```

- highest occupied orbital energy (eV) = -3.36
- total charge = -1

Record 4
Entry from the OMol25 dataset: a 5-piece molecular cluster, C2H13O4S overall (the ωB97M-V functional and the def2-TZVPD basis).

Geometry as XYZ:
```
20
Properties=species:S:1:pos:R:3:lowdin_charge:R:1
C 1.75105 -0.47309 1.78129 -0.179
C 0.81517 -1.68243 1.79135 -0.616
S -0.46813 -1.55127 0.47575 0.701
H 1.47153 0.37613 2.40992 0.072
H 1.83474 -0.07977 0.76852 0.052
H 2.73965 -0.69435 2.18993 0.073
H 0.27151 -1.71591 2.73838 0.066
H 1.37372 -2.61287 1.73646 0.054
H 0.51506 -0.23806 -2.34853 0.006
H 1.15215 -1.64561 -2.46190 0.026
O 0.79591 -0.90897 -2.96413 -0.054
H 0.12291 2.32598 0.81900 -0.026
H 0.10583 3.79459 0.81967 0.033
O 0.36718 3.05549 1.37007 -0.061
H -1.44228 0.61224 0.48105 -0.087
H -2.64570 1.43748 0.63445 0.053
O -1.75813 1.50407 0.25037 -0.101
H -1.84254 0.03823 -3.17910 0.022
H -2.48500 -1.23088 -3.76430 0.033
O -2.67462 -0.31100 -3.54827 -0.069
```

- spin multiplicity = 2
- highest occupied orbital energy (spin up / spin down) (eV) = -10.25 / -9.85